Entry 1:
Below is a 5-piece molecular cluster, C42H82N3O21P4S overall in a non-equilibrium geometry, with properties calculated with ωB97M-V/def2-TZVPD.

Structure (XYZ):
```
153
Properties=species:S:1:pos:R:3:mulliken_charge:R:1
S -3.694 3.318 -0.881 -0.28
P -5.236 -4.652 -5.863 0.96
P 3.647 5.088 2.286 0.83
P 10.371 5.617 3.560 0.95
P 2.636 -4.358 -2.541 1.04
O 8.731 5.179 3.892 -0.38
O 1.165 -5.074 -1.979 -0.30
O -2.009 -0.308 2.993 -0.02
O 2.801 -5.566 -3.656 -0.35
O 2.888 4.004 1.171 -0.31
O 4.360 3.920 2.978 -0.56
O 12.011 6.055 3.227 -0.28
O -2.314 0.481 5.315 -0.57
O 10.884 4.492 4.467 -0.59
O 4.106 -3.642 -3.104 -0.49
O 1.817 -3.199 -3.123 -0.48
O -5.411 -3.147 -5.625 -0.58
O -4.983 1.815 1.744 -0.28
O -4.056 -4.746 -4.602 -0.49
O -6.415 -4.557 -7.125 -0.27
O 10.198 5.076 2.009 -0.24
O 4.578 5.690 1.062 -0.30
O -2.854 0.143 -1.268 -0.65
O -4.054 -4.926 -6.985 -0.31
O 4.406 6.171 3.400 -0.25
O 2.369 -1.676 2.920 -0.27
N -2.292 1.561 -5.484 -0.57
N -1.922 0.136 -0.290 1.56
N -0.009 3.110 0.533 -0.08
C 3.630 6.404 4.561 -0.79
C -0.850 0.283 -3.704 -0.17
C 12.516 7.027 4.123 -0.74
C 1.682 -5.967 -4.429 -0.55
C -2.990 -2.289 0.238 0.17
C -2.079 0.992 2.318 -1.13
C -6.784 -5.450 1.404 -0.96
C -8.297 -0.095 3.561 -0.44
C 1.440 0.385 1.766 0.90
C -5.869 1.881 4.250 -0.17
C -4.206 -2.714 -0.825 -0.24
C -1.078 2.454 -0.295 -1.67
C -1.718 -1.342 -0.071 0.10
C 3.687 3.081 0.451 -0.22
C 1.427 -0.264 0.282 -0.37
C -8.161 0.510 5.111 -0.39
C -0.797 0.945 -0.976 1.32
C -7.733 -4.797 -6.669 -0.73
C -2.682 -0.310 4.300 0.45
C -2.577 2.569 0.407 -0.06
C -4.266 0.688 1.064 -0.55
C 2.758 -0.296 2.546 -0.67
C -2.698 0.942 0.778 0.51
C -4.004 -4.135 -8.160 -0.65
C 0.822 -4.675 -0.665 -0.57
C -5.566 -4.417 1.010 0.61
C -3.934 -1.368 4.624 -0.61
C -6.905 1.503 5.462 -0.41
C 8.326 3.832 3.718 -0.58
C 3.535 -2.576 2.896 -0.62
C -4.406 -4.046 2.111 -0.83
C -3.154 -3.020 1.735 -0.50
C -5.994 1.311 2.682 0.47
C 4.213 -3.257 -4.464 -0.53
C -2.181 0.264 -4.713 -0.28
C -0.985 1.418 -2.550 -1.26
C 11.210 4.269 1.429 -0.67
C -2.956 -3.853 -4.615 -0.53
C -7.238 0.299 2.338 -0.24
C -5.449 -3.721 -0.471 -0.64
C 0.751 0.545 -0.939 -0.87
C 5.966 5.889 1.267 -0.45
H 0.647 -3.595 -0.632 0.12
H 3.492 5.471 5.116 0.33
H 2.584 -0.371 -0.014 0.65
H -2.024 -0.687 -5.416 0.23
H -1.062 -1.735 -0.988 0.31
H -3.265 -2.813 -4.724 0.23
H 1.380 1.559 -1.048 0.13
H -4.977 2.631 4.507 0.23
H -1.012 1.524 2.365 0.03
H -4.581 -1.609 3.672 0.06
H -3.110 0.018 -4.032 0.12
H -7.379 -0.116 1.249 0.29
H 12.526 6.632 5.144 0.33
H 5.132 -2.682 -4.585 0.27
H 0.716 3.551 -0.078 0.23
H 2.935 0.332 3.544 0.29
H 8.284 3.584 2.652 0.22
H -6.816 -6.388 0.702 0.29
H -0.090 -5.194 -0.366 0.29
H -4.175 -2.271 -1.929 0.17
H -0.086 2.184 -2.735 0.48
H -0.457 3.892 1.086 0.35
H -2.361 -2.865 2.613 0.38
H 1.055 -1.399 0.260 -0.30
H -6.659 -5.703 2.548 0.30
H -4.388 -3.124 -7.994 0.34
H 3.183 -3.711 2.955 0.21
H 1.168 -6.784 -3.913 0.24
H 6.384 5.174 1.982 0.13
H 3.023 2.384 -0.063 -0.09
H -2.675 3.206 1.387 0.51
H 4.280 -4.144 -5.103 0.24
H -0.694 -0.781 -3.187 -0.05
H -6.717 1.999 6.514 0.31
H 6.480 5.775 0.312 0.32
H -1.954 2.031 -2.773 0.23
H -9.241 -0.800 3.393 0.30
H 1.621 1.535 1.844 0.05
H -6.233 -3.958 -1.338 0.31
H 2.657 6.816 4.279 0.33
H 2.037 -6.338 -5.390 0.28
H 11.898 7.927 4.079 0.31
H -4.346 -0.216 1.840 0.05
H 1.132 -0.074 -1.893 0.04
H -8.027 -4.032 -5.943 0.31
H 3.720 -0.273 1.876 0.33
H 13.537 7.281 3.829 0.23
H 11.928 4.914 0.913 0.26
H 0.074 0.508 -4.414 0.35
H 7.322 3.721 4.131 0.25
H -7.791 -5.787 -6.208 0.32
H -3.276 1.895 -5.372 0.26
H -4.955 0.397 0.171 0.24
H 4.345 2.505 1.101 0.30
H -1.012 -1.440 0.887 0.48
H -2.026 1.451 -6.498 0.26
H -2.749 -0.610 -1.912 0.13
H -7.793 -4.835 1.293 0.28
H -2.746 1.680 3.033 0.33
H -8.917 0.269 5.977 0.32
H -2.264 -4.116 -5.422 0.36
H -2.968 -4.070 -8.493 0.25
H 4.281 3.604 -0.304 0.31
H 4.282 -2.430 3.798 0.25
H 4.152 7.123 5.195 0.24
H -4.429 -4.553 3.190 0.18
H -3.529 -2.359 5.150 0.32
H -4.684 -0.890 5.411 0.27
H 3.378 -2.635 -4.787 0.22
H 4.056 -2.460 1.838 0.25
H -4.438 2.245 -1.407 0.15
H -2.424 -3.951 -3.668 0.25
H 1.628 -4.942 0.024 0.38
H -8.414 -4.760 -7.521 0.25
H -4.587 -4.627 -8.946 0.27
H 10.751 3.610 0.692 0.25
H 6.131 6.909 1.627 0.28
H 8.983 3.130 4.231 0.33
H -1.203 3.267 -1.162 0.48
H 0.515 -0.021 2.355 -0.49
H 11.730 3.661 2.175 0.34
H 0.984 -5.143 -4.602 0.24
```

Values from the calculation:
frontier orbital gap: 5.556 eV
charge: +1
HOMO level: -10.40 eV

***

Entry 2:
Below is a 5-piece molecular cluster, C21H31Br2F12O13P overall, with properties calculated with ωB97M-V/def2-TZVPD.

Structure (XYZ):
```
80
Properties=species:S:1:pos:R:3:mulliken_charge:R:1
Br -3.171 0.291 -1.612 -0.06
Br -6.446 0.145 -3.451 -0.12
P -1.405 0.901 -4.714 0.68
F -2.190 5.149 6.938 -0.26
F 11.063 -6.183 -3.657 -0.25
F 3.025 -5.294 -1.442 -0.27
F 10.475 -8.236 -3.303 -0.25
F -1.638 5.986 5.028 -0.26
F -3.345 -2.173 2.168 -0.27
F -1.928 -0.762 1.356 -0.21
F 4.406 -3.641 -1.576 -0.25
F -4.035 -0.264 1.421 -0.26
F 3.994 -4.548 0.342 -0.27
F 11.816 -7.239 -1.932 -0.24
F -2.897 4.233 5.108 -0.29
O 9.489 -6.707 -0.687 -0.51
O 1.243 -3.830 -0.144 -0.32
O -2.275 0.908 3.370 -0.30
O 2.420 -2.012 -0.781 -0.53
O -1.268 -0.544 -4.049 -0.38
O 1.726 2.910 -4.291 -0.39
O 8.606 -6.135 -2.683 -0.32
O -3.828 7.487 5.510 -0.51
O -3.285 -0.781 4.477 -0.53
O -4.916 5.605 6.124 -0.31
O -2.709 1.529 -4.047 -0.03
O -1.448 0.844 -6.172 -0.72
O -0.276 1.808 -4.097 -0.21
C 3.450 -4.190 -0.827 0.98
C -3.867 6.318 5.749 0.35
C -6.160 6.327 6.255 -0.21
C 7.520 -4.286 -1.516 -0.94
C 9.542 -6.606 -1.876 0.34
C -2.881 -0.259 3.480 0.24
C -3.050 -0.882 2.080 0.97
C -5.189 2.435 -4.586 -1.34
C 7.386 -5.693 -2.050 -0.20
C -2.623 5.409 5.700 0.92
C -6.842 6.487 4.915 -1.12
C 2.303 -3.187 -0.594 0.32
C 0.969 1.907 -4.839 -0.34
C -0.841 1.149 5.325 -1.18
C 10.755 -7.070 -2.709 0.89
C 2.225 2.612 -2.993 -0.64
C -5.015 1.468 -3.431 0.06
C -0.711 -2.704 -1.079 -0.79
C -2.075 1.644 4.601 0.07
C -3.688 0.689 -3.466 -0.39
C 0.087 -3.016 0.165 -0.28
H -6.988 5.516 4.443 0.31
H 0.405 -2.108 0.675 0.33
H -6.244 7.101 4.242 0.32
H -5.976 7.289 6.732 0.33
H 0.030 1.207 4.672 0.34
H -5.185 1.909 -5.539 0.35
H -3.791 -0.262 -3.979 0.61
H 6.629 -5.741 -2.829 0.30
H -5.095 1.977 -2.476 0.38
H -6.148 2.937 -4.462 0.44
H -0.498 -3.606 0.866 0.34
H -0.131 -2.096 -1.774 0.23
H 3.150 2.034 -3.049 0.27
H 7.104 -6.395 -1.266 0.34
H 0.749 2.180 -5.868 0.35
H 8.268 -4.238 -0.725 0.34
H 7.831 -3.605 -2.309 0.30
H -1.945 2.676 4.308 0.19
H 6.575 -3.948 -1.113 0.20
H -0.956 0.112 5.639 0.33
H -1.613 -2.156 -0.820 0.14
H -0.992 -3.622 -1.596 0.36
H 2.430 3.559 -2.499 0.26
H -4.422 3.206 -4.565 0.32
H 1.493 0.943 -4.822 0.33
H -2.963 1.571 5.226 0.28
H -0.477 -0.953 -4.421 0.32
H -0.659 1.759 6.210 0.37
H -7.813 6.964 5.046 0.38
H -6.765 5.727 6.930 0.32
H 1.500 2.068 -2.387 0.29
```

Values from the calculation:
frontier orbital gap: 10.646 eV
charge: 0
HOMO level: -10.41 eV

***

Entry 3:
Below is a single C8H11NO molecule in a non-equilibrium geometry, with properties calculated with ωB97M-V/def2-TZVPD.

Structure (XYZ):
```
21
Properties=species:S:1:pos:R:3:mulliken_charge:R:1
O 0.575 -2.192 0.736 -0.64
N -0.619 0.257 -1.573 -0.64
C 0.160 -1.527 -0.222 0.47
C -1.003 0.195 2.288 -1.58
C -0.088 -0.061 -0.274 0.92
C -0.294 -2.140 -1.600 -0.55
C 0.870 0.809 0.498 -0.13
C 1.408 2.052 -0.233 -1.38
C -0.502 0.795 1.054 -0.12
C -0.755 -0.830 -2.229 -0.21
H -0.938 -0.858 -3.288 0.40
H 1.833 1.900 -1.226 0.34
H -1.131 1.672 0.753 0.30
H 2.148 2.468 0.460 0.35
H 0.525 2.613 -0.497 0.33
H -0.941 -3.032 -1.622 0.34
H -0.229 -0.265 2.762 0.41
H 1.528 0.157 1.116 0.39
H 0.639 -2.424 -2.010 0.25
H -1.451 0.936 2.971 0.38
H -1.735 -0.526 2.138 0.38
```

Values from the calculation:
frontier orbital gap: 10.190 eV
charge: 0
HOMO level: -9.20 eV

***

Entry 4:
Below is a single C8H11NO3 molecule in a non-equilibrium geometry, with properties calculated with ωB97M-V/def2-TZVPD.

Structure (XYZ):
```
23
Properties=species:S:1:pos:R:3:mulliken_charge:R:1
O 2.840 1.291 -0.414 -0.09
O 2.482 -0.902 1.030 -0.56
O 1.853 -1.969 -0.941 -0.65
N -0.913 -0.192 -0.055 0.54
C 0.676 1.522 0.462 0.68
C 2.029 1.998 0.391 -0.62
C -0.730 -1.080 1.145 -1.14
C 2.960 0.303 -1.078 -0.12
C 2.259 -1.137 -0.152 0.83
C -2.236 0.617 0.042 -0.88
C -1.056 -0.964 -1.264 -1.06
C 0.342 0.490 -0.271 -1.24
H 2.214 2.931 0.759 0.56
H -1.582 -1.654 1.363 0.42
H -3.120 0.239 -0.498 0.31
H -2.546 0.775 1.161 0.26
H -1.902 1.517 -0.492 0.42
H -0.152 -1.717 -1.486 0.27
H 0.149 2.243 1.182 0.18
H -0.357 -0.428 1.892 0.45
H -1.890 -1.517 -1.323 0.61
H -1.163 -0.456 -2.216 0.45
H -0.158 -1.908 0.764 0.38
```

Values from the calculation:
frontier orbital gap (spin up / spin down): 6.988 / 7.239 eV
charge: 0
HOMO level (spin up / spin down): -7.32 / -7.44 eV

***

Entry 5:
Below is a single CH10Si3 molecule in a non-equilibrium geometry, with properties calculated with ωB97M-V/def2-TZVPD.

Structure (XYZ):
```
14
Properties=species:S:1:pos:R:3:mulliken_charge:R:1
Si -2.409 0.667 0.214 0.29
Si 0.106 -0.303 0.506 0.16
Si 1.868 1.174 -0.086 0.32
C 0.360 -1.936 -0.533 -1.01
H 1.970 1.878 1.179 -0.12
H 1.874 2.486 -0.957 -0.10
H 0.366 -0.622 1.954 -0.07
H -2.317 2.140 -0.351 -0.08
H -0.519 -2.156 -0.972 0.34
H -3.149 1.008 1.428 -0.09
H -3.012 -0.325 -0.704 -0.10
H 0.660 -2.737 0.229 0.24
H 1.137 -1.796 -1.290 0.32
H 3.065 0.521 -0.618 -0.11
```

Values from the calculation:
frontier orbital gap: 9.782 eV
charge: 0
HOMO level: -9.27 eV

***

Entry 6:
Below is C3H3O4 as an isolated structure in a non-equilibrium geometry, with properties calculated with ωB97M-V/def2-TZVPD.

Structure (XYZ):
```
10
Properties=species:S:1:pos:R:3:mulliken_charge:R:1
O -2.108 1.189 -0.510 -0.43
O -0.114 0.444 -0.798 -0.28
O -1.571 -0.813 0.377 -0.53
O 2.759 -0.273 1.841 -0.24
C -1.302 0.174 -0.257 0.72
C 0.965 -0.351 -0.439 -0.45
C 1.864 0.215 1.300 0.19
H 0.708 -1.396 -0.242 0.34
H 1.768 -0.221 -1.166 0.31
H -2.971 1.031 -0.105 0.36
```

Values from the calculation:
frontier orbital gap (spin up / spin down): 8.620 / 10.924 eV
charge: 0
<S²>: 0.760
2S+1: 2
HOMO level (spin up / spin down): -8.01 / -11.45 eV

***

Q: Number 6 is which compound?
A: C3H3O4

***

Q: charge of number 3 (C8H11NO)?
A: 0